[1]
Formula: C23H30F4N4O5S
Source: OMol25
Level of theory: the ωB97M-V functional and the def2-TZVPD basis

Each line ends with the Löwdin charge.
CARTESIAN COORDINATES (ANGSTROEM)
C  -2.5298  -0.3368  4.6531  -0.096
C  -1.0623  -1.0670  4.6420  -0.259
O  -1.0720  -2.4980  4.9817  -0.204
C  -0.5056  -3.3299  3.8990  -0.154
C  1.1199  -3.5375  3.9724  -0.104
O  1.8843  -2.3396  4.3554  -0.177
N  2.2877  -1.6274  3.2861  -0.248
C  2.2856  -0.1313  3.5693  -0.108
C  2.0189  0.7124  2.1501  -0.157
O  0.8034  0.2597  1.4518  -0.189
C  1.0784  -0.1571  0.0671  -0.054
C  0.1302  -1.5003  -0.2370  -0.186
F  -0.9605  -1.4748  0.7702  0.011
F  0.9604  -2.7375  -0.1758  0.010
F  -0.4852  -1.4076  -1.5811  -0.026
S  3.8550  -2.1813  2.7131  0.920
O  3.7699  -2.9188  1.3417  -0.338
O  4.9088  -1.0455  2.5559  -0.347
F  4.5311  -3.2832  3.8877  -0.239
H  -2.6963  0.1525  5.7128  0.081
H  -2.4524  0.5799  3.8924  0.087
H  -3.4191  -1.0030  4.2863  0.088
H  -0.3539  -0.5017  5.4188  0.128
H  -0.5916  -0.9097  3.5677  0.105
H  -0.9085  -2.9479  2.8625  0.125
H  -0.9850  -4.4137  4.0444  0.146
H  1.3751  -4.4861  4.6471  0.156
H  1.4723  -3.8305  2.8729  0.139
H  1.3915  0.2086  4.2824  0.135
H  3.2694  0.2406  4.1275  0.149
H  2.9932  0.7104  1.5013  0.130
H  1.8230  1.8431  2.4782  0.119
H  0.7186  0.6812  -0.6954  0.156
H  2.1835  -0.5054  -0.1317  0.153
C  1.2829  5.8454  -0.4134  -0.075
C  2.5310  5.3292  -0.0813  -0.074
C  2.6006  4.3764  0.9225  -0.146
N  1.5252  3.9209  1.6019  0.039
C  0.3273  4.4419  1.2584  -0.139
C  0.1564  5.3947  0.2671  -0.071
H  1.1887  6.5928  -1.1958  0.107
H  3.4281  5.6604  -0.5919  0.103
H  3.5513  3.9410  1.2159  0.104
H  -0.5208  4.0610  1.8206  0.106
H  -0.8304  5.7768  0.0315  0.104
C  -4.1218  -2.9463  -4.7499  -0.079
C  -3.1100  -2.5963  -3.8620  -0.078
C  -3.3083  -1.4969  -3.0423  -0.166
N  -4.4278  -0.7407  -3.0572  0.059
C  -5.3918  -1.1039  -3.9309  -0.152
C  -5.2875  -2.1881  -4.7873  -0.079
H  -4.0031  -3.8027  -5.4073  0.105
H  -2.1893  -3.1661  -3.8093  0.104
H  -2.5495  -1.1855  -2.3303  0.081
H  -6.2804  -0.4789  -3.9250  0.101
H  -6.0947  -2.4351  -5.4675  0.100
C  1.2317  0.9759  -4.1940  -0.081
C  0.0043  0.3337  -4.0693  -0.069
C  -0.9057  0.4513  -5.1077  -0.137
N  -0.6719  1.1579  -6.2353  0.056
C  0.5278  1.7718  -6.3269  -0.155
C  1.5027  1.7097  -5.3443  -0.082
H  1.9709  0.9055  -3.4013  0.099
H  -0.2379  -0.2449  -3.1851  0.066
H  -1.8761  -0.0341  -5.0591  0.092
H  0.6903  2.3349  -7.2416  0.100
H  2.4500  2.2212  -5.4721  0.099

Properties
**Net charge**: 0
**DFT total energy**: -62230.376 eV
**ΔE to the lowest compared entry with this formula, charge and spin**: 416.3 kJ/mol
**SMILES**: CCOCCON(CCOCC(F)(F)F)S(=O)(=O)F.c1ccncc1.c1ccncc1.c1ccncc1



[2]
Formula: C23H30F4N5OY
Source: OMol25
Level of theory: the ωB97M-V functional and the def2-TZVPD basis

Each line ends with the Löwdin charge.
CARTESIAN COORDINATES (ANGSTROEM)
Y  -0.2666  0.5246  0.0385  1.660
C  0.4988  3.9205  -0.1146  -0.088
N  -0.0780  2.9510  0.8196  -0.362
C  -1.4550  3.3261  1.2042  -0.081
C  0.8180  2.8240  2.0348  -0.155
C  0.5237  1.5855  2.9281  -0.206
N  0.6443  0.3639  2.1390  -0.162
C  1.9039  -0.1780  2.0836  -0.242
C  2.6623  -0.3366  0.8856  -0.085
F  1.9474  -0.0878  -0.3308  -0.063
C  3.9089  -0.8753  0.8382  -0.175
F  4.5677  -1.0105  -0.3594  0.080
C  4.6132  -1.2849  2.0159  0.125
C  3.8341  -1.2248  3.1754  -0.166
F  4.3292  -1.5880  4.3832  0.112
C  2.5123  -0.7753  3.1889  -0.171
F  1.8469  -0.8612  4.3369  0.127
H  0.5911  4.9455  0.3420  0.124
H  1.5152  3.5631  -0.3607  0.091
H  -0.0461  4.0126  -1.0672  0.085
H  -1.4740  4.3279  1.7482  0.133
H  -2.0883  3.2466  0.3214  0.074
H  -1.8249  2.6111  1.9469  0.075
H  1.8541  2.7003  1.6913  0.127
H  0.6536  3.7030  2.6812  0.138
H  1.2332  1.6261  3.7561  0.131
H  -0.4723  1.7040  3.3346  0.102
H  5.6554  -1.5603  1.9743  0.145
O  0.5740  1.3402  -2.1202  -0.196
C  0.3298  1.5093  -3.5738  -0.143
C  -1.1012  1.1848  -3.8382  -0.140
C  -2.0696  1.8039  -2.7243  -0.088
C  -2.6293  0.7050  -1.8492  -0.260
C  -3.3729  -0.2985  -2.4810  0.014
C  -4.1183  -1.2261  -1.6743  0.025
C  -4.0949  -1.0627  -0.2839  -0.034
C  -3.3365  -0.0390  0.2553  -0.127
N  -2.4823  0.7426  -0.4521  -0.074
H  1.4713  1.4799  -1.8168  0.082
H  0.9690  0.7902  -4.1219  0.145
H  0.6121  2.5166  -3.7937  0.129
H  -1.3182  0.1208  -3.9012  0.090
H  -1.3938  1.4938  -4.8475  0.138
H  -2.9240  2.2848  -3.2543  0.150
H  -1.5592  2.5550  -2.1542  0.082
H  -3.4699  -0.2811  -3.5464  0.125
H  -4.6672  -2.0738  -2.1070  0.134
H  -4.6983  -1.6634  0.4029  0.130
H  -3.4526  0.1893  1.3576  0.150
C  0.8278  -4.6157  2.1728  -0.001
C  0.4924  -3.6631  1.0538  -0.275
C  0.6330  -3.8772  -0.3407  0.052
C  0.0143  -2.7467  -0.9934  -0.312
N  -0.4181  -1.8960  -0.0384  -0.059
N  -0.1422  -2.4935  1.1949  0.043
C  -0.1359  -2.4608  -2.4655  -0.008
H  1.9262  -4.6894  2.3800  0.105
H  0.3652  -5.6064  2.0333  0.099
H  0.3575  -4.2281  3.1152  0.096
H  1.0700  -4.7554  -0.8502  0.133
H  -0.1699  -2.0069  2.1095  0.158
H  0.1540  -1.3900  -2.6762  0.069
H  -1.1830  -2.6283  -2.8156  0.095
H  0.5324  -3.1669  -2.9903  0.100

Properties
**Net charge**: +2
**DFT total energy**: -45735.946 eV



[3]
Formula: C23H30FN3O5S
Source: OMol25
Level of theory: the ωB97M-V functional and the def2-TZVPD basis

Each line ends with the Löwdin charge.
CARTESIAN COORDINATES (ANGSTROEM)
O  -4.7980  -1.2969  1.9740  -0.285
S  -3.9113  -1.4342  0.8502  0.678
O  -2.9449  -2.4934  0.8740  -0.282
C  -3.0692  0.1163  0.5924  -0.286
C  -3.3734  1.2276  1.3577  -0.049
C  -2.6878  2.4049  1.1454  0.016
C  -1.6865  2.4775  0.1688  -0.254
O  -1.0906  3.6898  0.0601  -0.034
C  0.0452  3.9030  -0.7599  -0.115
C  1.3347  3.8395  0.0793  -0.338
O  1.2566  4.7361  1.1580  -0.010
C  1.6344  2.4167  0.5905  -0.136
N  1.7773  1.4569  -0.4908  -0.168
C  1.6181  0.0731  -0.0734  -0.167
C  2.8218  -0.4917  0.6954  -0.151
N  4.0058  -0.3575  -0.1261  -0.107
C  5.0918  -1.1995  0.0742  -0.230
C  5.1845  -2.0545  1.1773  -0.020
C  6.2453  -2.9294  1.3167  -0.011
C  7.2338  -2.9515  0.3534  -0.288
F  8.2789  -3.8015  0.4903  0.044
C  7.1756  -2.1213  -0.7512  -0.012
C  6.1086  -1.2586  -0.8874  -0.020
C  4.2351  1.0245  -0.5003  -0.138
C  3.0132  1.5676  -1.2502  -0.151
C  -1.3991  1.3519  -0.6024  -0.009
C  -2.0947  0.1767  -0.3829  -0.048
N  -4.7416  -1.5511  -0.6080  -0.234
C  -4.9263  -2.8922  -1.1299  -0.168
C  -6.1291  -3.5684  -0.4687  -0.184
O  -7.2933  -2.7859  -0.6243  -0.126
C  -7.1337  -1.5154  -0.0301  -0.188
C  -5.9559  -0.7604  -0.6560  -0.164
H  -4.1339  1.1466  2.1182  0.116
H  -2.9023  3.2877  1.7269  0.122
H  0.1055  3.2051  -1.5943  0.118
H  -0.0707  4.9210  -1.1443  0.139
H  2.1642  4.1982  -0.5382  0.143
H  0.3950  4.6163  1.5790  0.097
H  2.5204  2.4909  1.2385  0.123
H  0.7967  2.0928  1.2156  0.130
H  0.7172  -0.0208  0.5354  0.114
H  1.4839  -0.5210  -0.9824  0.129
H  2.6334  -1.5482  0.8872  0.123
H  2.9300  0.0317  1.6595  0.131
H  4.4331  -2.0345  1.9499  0.101
H  6.3134  -3.5837  2.1715  0.118
H  7.9547  -2.1633  -1.4959  0.117
H  6.0551  -0.6353  -1.7663  0.107
H  5.1144  1.1020  -1.1365  0.111
H  4.4171  1.6369  0.3988  0.126
H  3.1822  2.6090  -1.5243  0.113
H  2.8764  0.9861  -2.1668  0.128
H  -0.6209  1.3699  -1.3466  0.103
H  -1.8786  -0.7105  -0.9555  0.122
H  -4.0112  -3.4462  -0.9246  0.114
H  -5.0833  -2.8130  -2.2105  0.133
H  -6.3443  -4.5309  -0.9356  0.129
H  -5.9122  -3.7138  0.6003  0.130
H  -8.0705  -0.9815  -0.1986  0.129
H  -6.9530  -1.6220  1.0482  0.115
H  -5.7698  0.1694  -0.1177  0.119
H  -6.1676  -0.5377  -1.7071  0.134

Properties
**Net charge**: 0
**DFT total energy**: -52596.962 eV
**ΔE to the lowest compared entry with this formula, charge and spin**: 25.1 kJ/mol
**SMILES**: O=S(=O)(c1ccc(OC[C@@H](O)CN2CCN(c3ccc(F)cc3)CC2)cc1)N1CCOCC1



Lowest unoccupied orbital energy for every record listed, in sequence, given in eV: -0.750, -6.306, 0.539.
Max |F| for every record listed, in sequence, given in eV/Å: 8.4, 2.9, 1.0.